# 1
{
  "formula": "C5H12O",
  "method": "ωB97M-V/def2-TZVPD",
  "orbital_gap_ev": 10.14,
  "charge": 0,
  "lumo_ev": 0.879,
  "smiles": "C=CC.CCO",
  "molar_mass_g_mol": 88.1,
  "relative_energy_ev": 3.217,
  "energy_ev": -7424.09387,
  "elements": ["O", "C", "C", "C", "C", "C", "H", "H", "H", "H", "H", "H", "H", "H", "H", "H", "H", "H"],
  "coordinates": [[-2.4987, 1.0223, 0.6832], [-3.0510, -0.3170, 0.3555], [2.7365, 1.6663, -0.4773], [-2.2537, -1.5023, 0.7667], [2.1337, 0.3047, -0.3638], [2.8669, -0.8355, -0.6473], [3.7811, -0.4292, -1.1400], [2.5424, -1.8214, -0.2160], [2.3807, 2.2485, -1.3986], [-4.2476, -0.4426, 0.6327], [3.8976, 1.5539, -0.4824], [2.4318, 2.4265, 0.2954], [-3.1149, -0.3315, -0.7782], [-1.5937, -1.6536, -0.2248], [-2.7710, -2.4352, 0.8830], [-2.9064, 1.7747, 0.1694], [1.2727, 0.1749, 0.3197], [-1.6064, -1.4036, 1.6226]],
  "atomic_forces_ev_per_a": [[-0.55, -0.81, -0.03], [-4.15, 2.03, -1.86], [0.85, 1.78, -1.18], [2.79, -0.17, -2.81], [0.81, -2.70, 1.70], [-1.44, 3.35, 0.76], [-0.15, -1.97, 0.25], [0.80, 1.00, -1.17], [0.72, -1.04, 0.77], [2.94, 0.66, -0.02], [-2.08, 0.57, -0.15], [0.38, -1.27, -0.17], [0.01, -0.06, 1.22], [-0.72, -0.13, 2.60], [-0.82, -0.12, 0.01], [0.32, -1.82, 0.62], [0.08, 0.28, -0.82], [0.20, 0.41, 0.26]],
  "nbo_charge": [-0.75, -0.05, -0.67, -0.65, -0.18, -0.44, 0.20, 0.23, 0.22, 0.15, 0.21, 0.23, 0.16, 0.20, 0.23, 0.48, 0.20, 0.23]
}

# 2
{
  "formula": "C5H12O",
  "method": "ωB97M-V/def2-TZVPD",
  "orbital_gap_ev": 11.22,
  "charge": 0,
  "lumo_ev": 1.002,
  "smiles": "CC(C)CCO",
  "molar_mass_g_mol": 88.1,
  "relative_energy_ev": 0.306,
  "energy_ev": -7427.00545,
  "elements": ["O", "C", "C", "C", "C", "C", "H", "H", "H", "H", "H", "H", "H", "H", "H", "H", "H", "H"],
  "coordinates": [[-1.1518, -2.3042, -1.7429], [-0.1617, -1.3924, -1.3047], [-0.5258, -0.6966, 0.0166], [-0.5046, 1.3565, 1.4621], [1.5871, 0.7113, 0.2013], [0.0559, 0.7126, 0.1910], [-0.2766, 1.3146, -0.6688], [1.9663, 0.1225, 1.0463], [1.9855, 1.7280, 0.3020], [0.0458, -0.6413, -2.0864], [-0.1871, 0.7976, 2.3518], [-1.6018, 1.3659, 1.4492], [-0.1592, 2.3904, 1.5772], [-1.6217, -0.6228, 0.0771], [0.7469, -1.9919, -1.1903], [-0.2233, -1.3253, 0.8656], [2.0026, 0.2844, -0.7198], [-1.9765, -1.8094, -1.8274]],
  "atomic_forces_ev_per_a": [[-0.27, 0.07, 0.00], [0.36, 0.23, 0.14], [-0.03, -0.02, 0.01], [-0.01, 0.01, 0.03], [0.05, -0.02, -0.01], [-0.01, 0.01, -0.05], [0.04, -0.08, 0.09], [-0.06, 0.05, -0.11], [-0.10, -0.15, -0.01], [-0.09, -0.07, 0.15], [-0.03, 0.07, -0.13], [0.19, 0.01, 0.00], [-0.03, -0.16, -0.04], [0.13, -0.01, -0.07], [-0.09, 0.14, -0.02], [-0.05, 0.07, -0.11], [-0.09, 0.06, 0.15], [0.09, -0.18, -0.02]],
  "nbo_charge": [-0.71, -0.06, -0.42, -0.60, -0.61, -0.21, 0.19, 0.20, 0.21, 0.15, 0.20, 0.21, 0.21, 0.20, 0.18, 0.20, 0.21, 0.46]
}

# 3
{
  "formula": "C5H12O",
  "method": "ωB97M-V/def2-TZVPD",
  "orbital_gap_ev": 10.50,
  "charge": 0,
  "lumo_ev": 0.977,
  "smiles": "C=C(C)C.[H][H].C=O",
  "molar_mass_g_mol": 88.1,
  "relative_energy_ev": 2.381,
  "energy_ev": -7424.93057,
  "elements": ["O", "C", "C", "C", "C", "C", "H", "H", "H", "H", "H", "H", "H", "H", "H", "H", "H", "H"],
  "coordinates": [[2.2568, -1.1738, -0.0847], [-1.2489, 0.8164, -0.8161], [-0.1771, 1.2165, 1.3944], [-0.8175, 0.3922, 0.5628], [2.2385, 0.0322, -0.0546], [-1.1454, -1.0278, 0.9342], [0.1211, 0.8985, 2.3911], [0.0588, 2.2413, 1.1136], [2.6307, 0.6051, 0.8070], [-0.8697, 0.1165, -1.5718], [-0.8338, -1.2649, 1.9554], [-2.2241, -1.2111, 0.8490], [1.8443, 0.6383, -0.8939], [1.2087, -1.6025, -2.1137], [0.8400, -1.5815, -2.7626], [-0.6425, -1.7250, 0.2514], [-2.3433, 0.8070, -0.8972], [-0.8967, 1.8225, -1.0644]],
  "atomic_forces_ev_per_a": [[0.01, 0.54, 0.06], [0.01, 0.03, -0.05], [-0.08, -0.06, -0.06], [0.06, 0.11, 0.10], [0.04, -0.35, 0.01], [0.01, -0.03, 0.04], [-0.06, 0.02, -0.15], [-0.06, -0.15, 0.00], [-0.03, -0.11, -0.08], [-0.05, 0.10, 0.13], [-0.04, 0.06, -0.15], [0.16, 0.03, -0.01], [0.02, -0.12, 0.05], [-0.05, -0.02, -0.10], [0.03, 0.01, 0.03], [-0.06, 0.11, 0.08], [0.15, -0.02, 0.02], [-0.06, -0.14, 0.06]],
  "nbo_charge": [-0.52, -0.65, -0.44, 0.05, 0.29, -0.65, 0.20, 0.20, 0.12, 0.22, 0.22, 0.22, 0.11, 0.02, -0.03, 0.23, 0.22, 0.21]
}

# 4
{
  "formula": "C5H12O",
  "method": "ωB97M-V/def2-TZVPD",
  "orbital_gap_ev": 9.09,
  "charge": 0,
  "lumo_ev": 0.850,
  "smiles": "C=C(C)CC.O",
  "molar_mass_g_mol": 88.1,
  "relative_energy_ev": 2.326,
  "energy_ev": -7424.98519,
  "elements": ["O", "C", "C", "C", "C", "C", "H", "H", "H", "H", "H", "H", "H", "H", "H", "H", "H", "H"],
  "coordinates": [[0.2156, -3.7177, -0.4889], [0.0427, 0.4659, 0.5667], [-0.7366, 2.1291, -1.2198], [-0.0051, -0.8657, 0.4169], [1.2341, 1.2605, 1.0201], [-1.0597, 1.4326, 0.0986], [1.8955, 0.8071, 1.7623], [0.4296, -1.4972, 1.1913], [0.9532, -3.4750, 0.0768], [-1.9027, 0.7867, -0.1395], [0.5732, -4.0951, -1.2965], [-1.1141, 2.1429, 0.9173], [-1.4873, 2.7639, -1.6972], [-0.3141, 1.4352, -1.9473], [-0.2462, -1.3548, -0.5175], [1.8751, 1.5486, 0.1816], [0.0355, 2.9007, -1.0656], [0.9568, 2.2376, 1.3758]],
  "atomic_forces_ev_per_a": [[-0.30, -0.13, -0.03], [0.06, 1.20, -0.75], [1.33, 1.45, -0.10], [0.78, 0.21, 0.44], [0.39, -0.03, 1.14], [0.82, -1.49, -1.92], [-0.14, -0.22, -0.04], [0.99, 0.06, -0.54], [0.14, -0.06, -0.17], [-0.58, 0.43, 0.83], [0.21, -0.02, 0.10], [-0.90, -0.02, 0.05], [-0.62, -0.63, 0.22], [-0.26, -0.07, -0.06], [-1.65, -0.12, 0.46], [-0.15, -0.62, -0.36], [0.24, -0.37, 0.10], [-0.35, 0.43, 0.63]],
  "nbo_charge": [-0.94, 0.07, -0.61, -0.45, -0.66, -0.45, 0.22, 0.18, 0.47, 0.22, 0.47, 0.22, 0.21, 0.21, 0.23, 0.23, 0.20, 0.20]
}

# 5
{
  "formula": "C5H12O2",
  "method": "ωB97M-V/def2-TZVPD",
  "orbital_gap_ev": 8.99,
  "charge": 0,
  "lumo_ev": 0.635,
  "smiles": "CC/C=C\\O.CO",
  "molar_mass_g_mol": 104.1,
  "relative_energy_ev": 2.426,
  "energy_ev": -9472.70989,
  "elements": ["O", "O", "C", "C", "C", "C", "C", "H", "H", "H", "H", "H", "H", "H", "H", "H", "H", "H", "H"],
  "coordinates": [[1.9711, 0.5255, -0.6495], [-0.7269, -0.3378, -1.4914], [1.4488, -0.4444, 0.1930], [-1.6618, 1.3204, 1.4259], [-0.0853, -1.5423, -1.8766], [-0.1514, 1.1276, 1.3165], [0.3596, -0.2236, 0.9178], [2.4729, 0.0912, -1.3511], [1.9560, -1.4036, 0.1980], [-0.1026, 0.4017, -1.5485], [0.2746, 1.2382, 2.3226], [-2.1445, 1.3809, 0.4467], [0.3071, 1.9146, 0.7070], [0.0477, -1.5647, -2.9584], [-1.8767, 2.2436, 1.9780], [-0.1220, -1.0834, 1.3779], [-0.7426, -2.3462, -1.5422], [0.8989, -1.7916, -1.4444], [-2.1229, 0.4939, 1.9789]],
  "atomic_forces_ev_per_a": [[0.22, 0.00, 0.07], [0.17, -0.01, -0.40], [-0.08, -0.05, 0.59], [-0.06, -0.05, -0.03], [-0.29, -0.25, -0.38], [0.08, 0.11, 0.07], [0.50, -0.05, 0.35], [0.03, 0.11, 0.27], [-0.10, 0.09, -0.18], [-0.07, -0.31, 0.01], [-0.08, 0.28, -0.03], [0.08, -0.06, 0.10], [-0.09, -0.13, 0.03], [-0.17, -0.20, -0.16], [0.00, -0.16, -0.16], [0.33, 0.06, 0.24], [-0.05, -0.02, -0.30], [-0.45, 0.55, 0.00], [0.06, 0.09, -0.09]],
  "nbo_charge": [-0.72, -0.72, 0.08, -0.60, -0.25, -0.44, -0.23, 0.48, 0.17, 0.47, 0.21, 0.21, 0.21, 0.16, 0.21, 0.21, 0.19, 0.16, 0.20]
}

# 6
{
  "formula": "C5H12O2",
  "method": "ωB97M-V/def2-TZVPD",
  "orbital_gap_ev": 7.53,
  "charge": 0,
  "lumo_ev": 0.109,
  "smiles": "CC/C=C/CO.O",
  "molar_mass_g_mol": 104.1,
  "relative_energy_ev": 6.027,
  "energy_ev": -9469.10824,
  "elements": ["O", "O", "C", "C", "C", "C", "C", "H", "H", "H", "H", "H", "H", "H", "H", "H", "H", "H", "H"],
  "coordinates": [[3.0170, 1.0268, 1.6241], [-0.7815, -1.4550, -3.3137], [-2.4275, 0.5234, 0.5853], [-1.1664, 0.2747, -0.2051], [-0.0169, 0.5887, 0.7683], [0.9834, -0.1683, 1.1391], [2.4819, -0.0791, 0.7762], [-3.4508, 0.3080, 0.3256], [-2.4022, 1.6337, 0.9754], [-0.9549, -0.7743, -0.3786], [2.4664, 0.2976, -0.2390], [3.8774, 1.2600, 1.1570], [0.8586, -0.9573, 1.8057], [2.9645, -1.1485, 0.7211], [-0.0722, -1.6288, -3.9073], [-0.0757, 1.6496, 1.0797], [-1.5180, 0.9041, -1.0975], [-2.3484, -0.0953, 1.4534], [-1.4348, -2.1601, -3.2694]],
  "atomic_forces_ev_per_a": [[2.41, -1.38, -1.98], [-0.94, 0.85, 1.15], [-0.55, 1.52, 2.79], [-1.83, -0.53, 1.50], [-2.31, 4.14, -2.42], [3.32, -1.93, 0.18], [-1.13, 1.89, 1.46], [-0.20, 0.08, -1.41], [-0.16, -1.97, -0.73], [-0.75, -0.20, -1.00], [0.29, -0.04, -0.33], [-1.40, -0.09, 1.20], [-1.11, -3.07, -0.45], [-0.63, 2.11, 0.94], [0.44, -0.72, -0.73], [1.37, 0.41, -1.44], [2.62, -0.71, 0.55], [0.04, -0.20, 1.16], [0.50, -0.13, -0.42]],
  "nbo_charge": [-0.72, -0.95, -0.61, -0.46, -0.09, -0.26, -0.10, 0.21, 0.19, 0.21, 0.17, 0.46, 0.20, 0.18, 0.48, 0.18, 0.25, 0.20, 0.48]
}

# 7
{
  "formula": "C5H12O2",
  "method": "ωB97M-V/def2-TZVPD",
  "orbital_gap_ev": 10.68,
  "charge": 0,
  "lumo_ev": 1.025,
  "smiles": "CO[C@@H](C)CCO",
  "molar_mass_g_mol": 104.1,
  "relative_energy_ev": 1.427,
  "energy_ev": -9473.70900,
  "elements": ["O", "O", "C", "C", "C", "C", "C", "H", "H", "H", "H", "H", "H", "H", "H", "H", "H", "H", "H"],
  "coordinates": [[0.3471, 1.0386, 0.2905], [-0.9628, 0.9667, -1.8721], [1.6305, 1.4163, -0.2093], [-1.0940, -0.7997, -0.2314], [0.1394, -0.3748, 0.5444], [-1.0301, -0.4271, -1.7033], [-0.0079, -0.6595, 2.0302], [1.6264, 2.4784, -0.5184], [2.0786, 0.8319, -1.0502], [1.0050, -0.9306, 0.1707], [0.8864, -0.3567, 2.5757], [-0.1699, -0.9404, -2.1665], [-0.5444, 1.2650, -1.0497], [-0.1606, -1.7326, 2.2088], [-1.9405, -0.7739, -2.1964], [-1.9749, -0.3099, 0.1946], [-0.8649, -0.1108, 2.4257], [-1.2053, -1.8797, -0.1119], [2.2420, 1.2988, 0.6689]],
  "atomic_forces_ev_per_a": [[-0.04, -0.14, -0.22], [-0.23, 0.01, -0.50], [0.45, 0.05, 0.39], [-0.07, 0.01, 0.01], [0.11, -0.04, -0.10], [-0.10, -0.39, -0.07], [0.07, 0.16, 0.03], [-0.32, -0.57, 0.27], [-0.88, 0.04, 0.52], [0.08, 0.09, -0.14], [-0.02, 0.04, 0.03], [-0.08, 0.12, -0.06], [-0.05, 0.39, -0.09], [0.00, 0.26, -0.13], [0.08, -0.13, -0.10], [0.01, -0.07, 0.13], [0.04, -0.04, 0.04], [-0.11, -0.01, -0.05], [1.06, 0.21, 0.05]],
  "nbo_charge": [-0.57, -0.74, -0.26, -0.45, 0.10, -0.06, -0.63, 0.20, 0.18, 0.17, 0.21, 0.14, 0.48, 0.22, 0.17, 0.21, 0.21, 0.21, 0.18]
}

# 8
{
  "formula": "C5H12O2",
  "method": "ωB97M-V/def2-TZVPD",
  "orbital_gap_ev": 9.89,
  "charge": 0,
  "lumo_ev": 0.639,
  "smiles": "CC/C=C/CO.O",
  "molar_mass_g_mol": 104.1,
  "relative_energy_ev": 2.308,
  "energy_ev": -9472.82767,
  "elements": ["O", "O", "C", "C", "C", "C", "C", "H", "H", "H", "H", "H", "H", "H", "H", "H", "H", "H", "H"],
  "coordinates": [[0.8922, -0.5594, -3.1050], [-1.9290, 2.2865, -0.3272], [-0.3524, -0.0194, 0.8468], [0.3797, -2.3419, 0.2778], [0.5615, -1.1519, 1.2810], [-0.0261, 1.2708, 0.9734], [-0.7911, 2.5020, 0.5351], [-1.0534, -0.2513, 0.0578], [0.9046, 1.6102, 1.4439], [0.5586, -1.1551, -2.4405], [1.0075, -2.1205, -0.6009], [-1.3061, 2.8125, 1.4806], [1.5982, -0.8117, 1.1277], [0.2037, -0.1670, -3.6455], [-0.0807, 3.3127, 0.3123], [0.9879, -3.1654, 0.6661], [-1.4697, 2.2077, -1.1653], [-0.5965, -2.7105, -0.0267], [0.5114, -1.5483, 2.3086]],
  "atomic_forces_ev_per_a": [[0.98, 0.45, -0.38], [1.91, 0.36, -0.09], [1.30, 0.87, -0.31], [2.24, 0.00, 0.28], [-0.24, -0.70, -1.22], [0.11, 0.29, -0.30], [-1.59, -0.60, 2.30], [-0.86, -0.18, 0.49], [-0.25, -0.53, 0.39], [-0.67, -0.08, 0.05], [-0.68, 0.23, -0.19], [0.59, 0.14, -0.51], [-0.26, -0.12, 0.32], [-0.34, -0.36, 0.33], [-0.47, -0.15, -0.69], [-0.51, -0.33, 0.19], [-0.58, -0.23, -0.73], [-0.17, 0.36, 0.34], [-0.51, 0.56, -0.27]],
  "nbo_charge": [-0.95, -0.70, -0.21, -0.61, -0.43, -0.19, -0.12, 0.20, 0.19, 0.48, 0.19, 0.19, 0.21, 0.48, 0.18, 0.21, 0.46, 0.21, 0.21]
}

Number 4 is which compound? C5H12O

What is the formula in the sixth record? C5H12O2